1.
Here is a structure of composition C36H32Cl3N5O4PReS in a non-equilibrium geometry from the Open Molecules 2025 dataset. Energies are from the ωB97M-V functional and the def2-TZVPD basis.

```
83
C36H32Cl3N5O4PReS | the Open Molecules 2025 dataset | the ωB97M-V functional and the def2-TZVPD basis
Re -0.4707 -0.3331 -1.2506
N 1.6724 0.1253 -1.6973
N 1.3973 1.2419 -2.5502
C 0.3211 1.0598 -3.4868
O 0.2005 1.8473 -4.3782
O -0.4312 0.0511 -3.2007
H 2.3070 0.4320 -0.9554
H 2.1637 -0.6292 -2.2068
H 2.1910 1.7303 -2.9542
O -2.6907 1.1063 -1.4355
N -2.4632 -0.2511 -1.4083
C -3.4117 -1.0407 -1.7760
C -3.3986 -2.4776 -1.8053
C -4.6435 -3.0970 -2.0352
C -4.7777 -4.4708 -2.0690
C -3.6611 -5.2706 -1.8678
C -2.4203 -4.6855 -1.6556
C -2.2657 -3.3035 -1.6314
P -0.5471 -2.7253 -1.4937
C 0.2220 -3.8006 -0.2595
C 0.0739 -3.4961 1.0916
C 0.6133 -4.3401 2.0451
C 1.2919 -5.4882 1.6591
C 1.3989 -5.8144 0.3160
C 0.8684 -4.9740 -0.6472
C 0.2526 -3.0979 -3.0685
C 1.6500 -3.0772 -3.0989
C 2.3163 -3.3545 -4.2768
C 1.5912 -3.6499 -5.4242
C 0.2045 -3.6530 -5.3993
C -0.4723 -3.3618 -4.2259
H -3.4292 1.3430 -2.0314
H -4.3623 -0.5991 -2.0797
H -5.5187 -2.4801 -2.1775
H -5.7448 -4.9142 -2.2573
H -3.7543 -6.3449 -1.8801
H -1.5551 -5.3181 -1.5169
H -0.4685 -2.6006 1.3622
H 0.5019 -4.1082 3.0924
H 1.7380 -6.1272 2.4051
H 1.8912 -6.7276 0.0180
H 0.9622 -5.2341 -1.6913
H 2.1953 -2.8954 -2.1809
H 3.3960 -3.3503 -4.3035
H 2.1128 -3.8624 -6.3437
H -0.3512 -3.8826 -6.2958
H -1.5518 -3.3601 -4.2059
Cl -3.5798 6.9381 4.9075
C -2.2658 5.9353 4.4723
C -2.3721 5.0873 3.3601
C -1.3055 4.2803 3.0161
C -0.1288 4.2723 3.7601
C 1.0173 3.3606 3.3678
C 0.7162 1.8758 3.7001
N -0.0275 1.1700 2.6841
C -1.2541 0.5955 2.8407
C -1.5346 -0.0681 1.6854
N -0.4851 0.0941 0.8132
C 0.4002 0.8557 1.4575
O 1.3257 3.4361 1.9899
C 1.8073 4.7064 1.5472
C 3.1916 4.6044 0.9750
C 4.3618 4.7080 1.7183
Cl 4.4948 4.9775 3.3811
S 5.7908 4.6160 0.7182
C 4.8223 4.4226 -0.6666
C 3.4746 4.4352 -0.3876
C -0.0263 5.1491 4.8558
Cl 1.4156 5.2268 5.7921
C -1.0854 5.9686 5.2107
H -3.2824 5.0821 2.7801
H -1.3672 3.6368 2.1494
H 1.8904 3.6456 3.9693
H 0.1490 1.8286 4.6313
H 1.6701 1.3623 3.8437
H -1.8271 0.6723 3.7409
H -2.4003 -0.6532 1.4379
H 1.3285 1.2151 1.0613
H 1.8048 5.4132 2.3780
H 1.1331 5.0613 0.7628
H 5.2841 4.3359 -1.6324
H 2.7107 4.3690 -1.1413
H -0.9880 6.6407 6.0503
```

molar mass: 954.290 g/mol
net charge: +3
spin multiplicity: 4
orbital gap (spin up / spin down): 3.710 / 2.700 eV

=====

2.
Here is a structure of composition C36H32FN8O4RhS2 in a non-equilibrium geometry from the Open Molecules 2025 dataset. Energies are from the ωB97M-V functional and the def2-TZVPD basis.

```
84
C36H32FN8O4RhS2 | the Open Molecules 2025 dataset | the ωB97M-V functional and the def2-TZVPD basis
Rh 0.1105 -0.0907 0.0872
C 2.0910 -0.7687 2.6300
C 1.5216 0.5024 2.1087
N 1.7519 0.8287 0.8449
N 2.0156 2.1203 0.4629
C 1.6026 2.4479 -0.6901
S 0.4952 1.5207 -1.6511
S 2.1685 4.0087 -1.3498
C 1.4402 5.1108 -0.0770
C 0.0776 5.5762 -0.5038
C -1.0337 4.7582 -0.3171
C -2.2839 5.1627 -0.7588
C -2.4414 6.3843 -1.4011
C -1.3333 7.1915 -1.6153
C -0.0835 6.7890 -1.1657
C 0.7383 1.4126 2.8869
C 1.0117 1.7730 4.2150
C 0.3530 2.8252 4.7996
C -0.6298 3.5059 4.0610
C -0.9863 3.1100 2.7952
C -0.3549 2.0025 2.1785
O -0.8133 1.5327 1.0511
H 2.8171 -1.1672 1.9255
H 1.2908 -1.4954 2.7829
H 2.5685 -0.5842 3.5942
H 2.1330 5.9432 0.0366
H 1.4160 4.5238 0.8389
H -0.9198 3.7901 0.1557
H -3.1378 4.5122 -0.6136
H -3.4190 6.7024 -1.7410
H -1.4367 8.1307 -2.1447
H 0.7814 7.4205 -1.3371
H 1.8020 1.2604 4.7504
H 0.5967 3.1384 5.8054
H -1.1346 4.3548 4.5073
H -1.7837 3.6085 2.2603
C -5.1186 -5.6326 -1.2939
C -3.6090 -5.8382 -1.2817
N -2.8810 -4.5717 -1.2798
C -2.4350 -4.0802 -0.0934
C -1.8620 -2.8612 0.0796
C -1.3427 -2.5199 1.4731
O -1.6672 -3.2880 2.3730
O -0.5698 -1.5150 1.5892
C -1.7579 -2.0034 -1.0432
O -1.4957 -0.7889 -0.9997
C -2.0262 -2.6086 -2.3429
C -1.7023 -1.9026 -3.4995
C -1.9858 -2.4282 -4.7241
F -1.6231 -1.7370 -5.8234
C -2.6604 -3.6494 -4.8622
C -3.0066 -4.3364 -3.7096
C -2.6424 -3.8600 -2.4423
N -3.0546 -4.1824 -6.1213
C -2.7559 -5.5786 -6.4123
C -3.9923 -6.1728 -7.1253
N -4.7640 -5.0017 -7.6539
C -3.8381 -4.0946 -8.4065
C -2.9515 -3.3932 -7.3467
H -5.6257 -6.5975 -1.3194
H -5.4321 -5.0437 -2.1573
H -5.4314 -5.1042 -0.3937
H -3.2877 -6.4418 -2.1308
H -3.3215 -6.3721 -0.3786
H -2.5542 -4.7163 0.7754
H -1.1993 -0.9465 -3.4174
H -3.5534 -5.2646 -3.8029
H -2.5447 -6.1275 -5.5011
H -1.8766 -5.6607 -7.0613
H -4.6408 -6.7229 -6.4460
H -3.7136 -6.8166 -7.9564
H -5.0260 -4.4662 -6.8167
H -5.5835 -5.2786 -8.1887
H -4.4170 -3.3756 -8.9803
H -3.2572 -4.7017 -9.0972
H -3.3164 -2.3886 -7.1574
H -1.9283 -3.3166 -7.7226
N 1.2347 -1.3841 -0.9765
C 2.0407 -1.4110 -1.8141
C 2.9689 -1.5865 -2.8159
C 2.4845 -1.7468 -4.1391
N 2.0731 -1.9144 -5.2059
C 4.3593 -1.5569 -2.5363
N 5.4886 -1.5330 -2.3051
```

molar mass: 826.742 g/mol
orbital gap: 4.594 eV

=====

3.
Here is an isolated molecule of C36H32N2O4S in a non-equilibrium geometry from the Open Molecules 2025 dataset. Energies are from the ωB97M-V functional and the def2-TZVPD basis.

```
75
C36H32N2O4S | the Open Molecules 2025 dataset | the ωB97M-V functional and the def2-TZVPD basis
C -2.8579 1.5295 -5.2711
C -1.4635 1.4314 -5.2029
C -0.8549 0.7919 -4.1183
C -1.6467 0.2424 -3.0971
C -1.0098 -0.5024 -1.9068
C -1.3932 -1.9944 -1.9564
C -1.3173 -2.8340 -0.8280
C -1.1997 -4.2180 -1.0051
C -1.3913 -4.7826 -2.2710
C -1.7370 -3.9613 -3.3535
C -1.7033 -2.5746 -3.2016
C -1.3410 0.1831 -0.5721
C -1.5819 1.6759 -0.6143
C -2.3220 2.1334 0.6223
N -1.7449 1.4469 1.7922
C -2.0930 1.8061 3.1035
C -1.3108 1.1385 4.0509
C -1.4895 1.3468 5.4138
C -2.4958 2.2349 5.8258
C -3.3015 2.8817 4.8809
C -3.1062 2.6739 3.5008
S -0.1959 0.0650 3.2715
C -0.7551 0.5232 1.7115
N -0.3338 0.0098 0.5345
C -3.0401 0.3344 -3.1736
C -3.6478 0.9797 -4.2535
H -3.3395 2.0190 -6.1200
H -0.8432 1.8396 -6.0077
H 0.2382 0.7023 -4.0506
H 0.0673 -0.4452 -2.0777
H -1.3629 -2.4030 0.1742
H -0.9530 -4.8504 -0.1543
H -1.2883 -5.8527 -2.4297
H -2.0098 -4.3711 -4.3278
H -1.9114 -1.9368 -4.0646
H -2.3053 -0.2805 -0.2596
H -0.6053 2.1782 -0.6676
H -2.1445 1.9957 -1.4921
H -2.2123 3.2246 0.7423
H -3.4028 1.9209 0.5643
H -0.8628 0.8152 6.1176
H -2.6573 2.4090 6.8872
H -4.0964 3.5522 5.2024
H -3.7164 3.1502 2.7376
H -3.6567 -0.1141 -2.3878
H -4.7345 1.0353 -4.2958
C 5.2519 0.2686 -0.4102
C 4.3929 1.4004 -0.9343
C 5.2614 2.5005 -1.5590
O 3.4963 0.9113 -1.9564
C 2.4778 0.0808 -1.5469
O 2.0342 -0.6935 -2.3909
C 2.0090 0.1959 -0.1957
C 0.9634 -0.7064 0.3676
C 1.4563 -1.4159 1.6811
C 2.5266 -0.9788 2.4762
C 2.6376 -1.4004 3.8143
C 1.7797 -2.3804 4.3145
C 0.9350 -3.0520 3.4126
C 0.8608 -2.6442 2.0810
C 2.4881 1.3210 0.5687
O 1.9942 1.7346 1.6109
O 3.6074 2.0144 0.1128
H 4.6468 -0.5147 0.0697
H 5.8219 -0.1703 -1.2424
H 5.9780 0.6671 0.3112
H 4.6268 3.3226 -1.8990
H 5.9725 2.8766 -0.8222
H 5.8228 2.1053 -2.4078
H 0.7711 -1.4467 -0.3896
H 3.3143 -0.3390 2.0648
H 3.4172 -0.9554 4.4466
H 1.8055 -2.6540 5.3782
H 0.3616 -3.9223 3.7572
H 0.4197 -3.2751 1.3140
```

molar mass: 588.729 g/mol
orbital gap: 7.533 eV

=====

Relative energy (zero: lowest compared OMol25 entry of this formula, charge and spin) values (in kcal/mol) by entry order: 21.63, 71.22, 0.00.
E values (in a.u.) by entry order: -4163.16884, -3136.72791, -2199.70435.